This record from the OMol25 dataset describes a cluster of 13 separate species, C42H118N8O13 in total at a distorted geometry. The level of theory is wB97M-V/def2-TZVPD.

Last column: Mulliken charge in e.
Geometry (Å):
1 H -3.0443 -7.9032 2.6665  0.244
2 H -4.2023 -0.5412 -5.1294  0.261
3 H -3.7931 5.6047 1.7026  0.324
4 O 5.5963 -0.5225 3.9286  -0.345
5 H 4.2417 9.9243 0.9265  0.338
6 C 3.8904 -1.4178 -5.0237  -0.275
7 H 2.6300 8.1206 0.2868  0.408
8 H 3.8826 -7.2740 -4.5725  0.395
9 H -0.6975 8.9601 -5.3884  0.317
10 C 3.0413 -8.4493 -2.8816  0.371
11 C -3.7854 0.8572 -6.6309  -0.176
12 H 5.5524 -1.6358 6.4068  0.336
13 C 5.3992 4.8339 -5.2918  0.497
14 O 4.4571 7.2586 -0.5584  -0.325
15 H -2.3972 5.5512 -3.7318  0.387
16 H -2.3264 -0.2986 -7.3019  0.285
17 O -3.0958 3.5510 2.1442  -0.225
18 H 3.3529 -6.9833 -1.6090  0.270
19 H 3.9736 -8.9892 -0.9638  0.306
20 H 5.4449 5.7116 -3.4724  0.184
21 H -4.2992 1.0964 -4.5158  0.211
22 C -0.8385 -1.5923 6.2241  -0.788
23 H -3.5505 8.3613 -7.8837  0.327
24 C -1.7155 3.6957 2.6238  -0.761
25 H -1.6682 -7.8054 3.8331  0.248
26 H -3.7797 1.9463 -6.6742  0.141
27 H -0.2476 -0.6821 6.3257  0.306
28 C -5.8289 3.5556 0.6813  -1.320
29 H -2.1409 -9.2934 3.3474  0.361
30 C -2.6593 7.9159 -8.3259  -0.685
31 H -8.3791 -6.6557 -1.3966  0.298
32 H -3.1739 6.9944 -3.1957  0.340
33 H 5.7481 5.0880 -6.2927  0.145
34 H -6.6809 -4.1349 3.7463  0.400
35 O -6.9845 -2.4940 4.8386  -0.363
36 H 3.2934 5.6275 -5.5074  0.414
37 H 1.9975 -3.3538 10.1760  0.378
38 H -5.5561 3.4243 2.7591  0.250
39 H -4.6665 -3.4561 6.9578  0.206
40 N 6.5629 1.4412 6.8602  -0.808
41 H -4.9646 -6.0264 -1.1131  0.314
42 C 3.5513 -1.7481 -6.5154  -0.893
43 H 1.9609 2.8923 -5.7922  0.286
44 C -6.7203 -1.4284 3.9383  -0.745
45 H -5.6053 0.3825 -5.3739  0.365
46 H -5.6621 4.2990 -0.0982  0.296
47 C 3.8699 4.7088 -5.3987  -0.691
48 N 2.5494 -7.3369 -2.1086  -0.677
49 H 2.6775 7.4014 -1.3057  0.366
50 H -1.6224 1.3335 -1.2809  0.312
51 H 5.6820 1.4672 7.3536  0.321
52 C -6.1860 -3.6534 4.5897  -0.648
53 H 3.5495 -0.7351 3.8227  0.267
54 H -8.3200 -4.4058 6.3986  0.292
55 H 0.0485 0.8299 -1.0227  0.313
56 C 4.4170 -0.7439 3.1628  -0.627
57 H 2.3980 -6.5308 -2.6980  0.246
58 H -0.9203 -2.6271 -0.6366  0.305
59 H -0.1088 -8.3836 2.0561  0.260
60 H 5.5278 9.5899 -0.1515  0.302
61 H -6.0550 -7.3158 -3.0199  0.298
62 O 4.3304 -10.4710 -2.3846  -0.312
63 H -2.1583 9.1814 -5.0143  0.288
64 H -1.6506 4.1009 3.6336  0.325
65 H 4.7198 -0.3396 7.2771  0.426
66 H 2.5220 -1.9124 -6.8342  0.315
67 H -7.1904 -0.5553 4.3909  0.246
68 H 4.3099 6.6346 1.3521  0.315
69 O 3.3330 -2.2925 -4.1398  -0.466
70 C 4.2586 6.2214 0.3447  -0.798
71 H -0.7421 0.5746 -2.5850  0.245
72 C -5.4518 4.2325 2.0352  0.354
73 H 1.6189 4.1426 -6.9162  0.266
74 C 1.7669 -4.2221 9.5588  -1.471
75 C 3.2426 8.0207 -0.6092  -0.821
76 H 5.6634 2.8752 -4.3964  0.260
77 C -2.0606 -8.2867 2.9373  -1.005
78 H 1.0890 -5.6185 7.7940  0.272
79 N -6.3248 5.4119 2.2615  -0.715
80 H -7.8759 -5.8588 5.6272  0.348
81 H -0.3087 -3.9584 9.3432  0.173
82 H 2.4733 -1.8813 -4.0239  0.301
83 O -2.4136 0.3599 -6.6088  -0.495
84 H -4.0165 4.9667 3.3071  0.291
85 H -7.5459 -5.4524 7.3700  0.422
86 H -0.3972 -6.8747 0.5682  0.306
87 C -1.5074 7.2791 -4.8573  0.802
88 H -1.5335 6.5529 -2.8452  0.344
89 C -2.1251 7.1200 -6.1950  -0.942
90 C -0.8902 0.5579 -1.5053  -0.970
91 H 4.9714 -1.4903 -4.9037  0.256
92 C -4.5190 0.4709 -5.3811  -0.905
93 H 5.0531 5.5200 0.0897  0.251
94 H 5.4783 -10.7382 -0.9338  0.346
95 H -1.3271 2.6874 2.7676  0.244
96 H -2.3377 6.0733 -6.4125  0.364
97 H 2.5114 11.2068 -1.3415  0.245
98 H 4.5730 0.7839 5.0362  0.273
99 N 0.2049 -5.2961 8.1607  -0.708
100 H -1.8842 -1.3091 6.1042  0.236
101 H 1.0063 -3.1613 6.6715  0.305
102 H 3.5581 4.3044 -4.4358  0.343
103 C -6.0596 -4.5303 5.8699  0.279
104 O -0.5009 -1.8913 -1.0887  -0.497
105 C 3.4990 9.3805 -1.0989  0.572
106 N 5.8887 5.8038 -4.3750  -0.627
107 C -5.9410 -6.5055 -1.0397  -1.062
108 H 3.3525 5.6667 0.1012  0.325
109 C 5.6934 -0.6956 6.9401  -1.528
110 H -2.8921 6.9116 -8.6798  0.303
111 H 4.2930 0.0366 2.4120  0.293
112 C 4.8221 -11.4188 -1.4762  -0.754
113 H -3.1399 7.5045 -6.0929  0.391
114 H 7.2035 3.5038 -4.8563  0.440
115 H 5.5077 -12.0915 -1.9916  0.253
116 C -7.4984 -5.1192 6.3333  -1.434
117 H 3.7730 -0.7873 -6.9798  0.299
118 H -1.3109 -8.7798 0.8967  0.305
119 N 2.2901 10.2855 -0.9916  -0.762
120 C 4.2076 -7.8862 -3.7313  -1.339
121 O -7.9323 -7.2084 -2.0419  -0.531
122 H 6.3024 -0.8008 7.8380  0.389
123 H 0.9895 -1.9505 8.0201  0.383
124 H 6.1777 2.9907 -6.1189  0.296
125 H 2.6868 -4.5459 9.0720  0.353
126 H 7.3972 -0.1407 5.7412  0.323
127 H -6.0370 -2.7295 6.6324  0.314
128 C 3.4830 -9.4873 -1.7999  -0.664
129 O -0.6950 -2.5586 7.2658  -0.314
130 C 5.6214 0.5661 4.8328  -0.729
131 H -0.3393 -5.0473 7.3471  0.267
132 H -1.7562 -0.7910 -0.0381  0.246
133 H 4.8410 -8.7053 -4.0719  0.306
134 H 3.7761 9.4435 -2.1512  0.266
135 H -6.9103 3.4279 0.6343  0.374
136 H 4.8897 -7.2599 -3.1563  0.355
137 H -7.2243 -1.4638 2.9725  0.303
138 H -2.2821 -1.0109 -1.6851  0.229
139 C 0.5804 -4.0337 8.7172  0.564
140 H -4.2680 0.4964 -7.5392  0.314
141 C -1.1176 -8.1175 1.7406  -0.214
142 H 4.5135 -1.6509 2.5660  0.240
143 H -6.8657 -5.6685 -2.6597  0.230
144 H -7.2914 5.1376 2.1586  0.283
145 H -5.9493 -7.4078 -0.4283  0.323
146 C 6.4534 0.3149 6.0408  0.474
147 O -0.9940 -6.7807 1.3143  -0.514
148 H -5.3691 -5.3675 5.9721  0.439
149 H 2.2366 -8.8414 -3.5035  0.278
150 H -6.5326 -5.8774 -0.3737  0.280
151 H 4.7363 11.1359 -0.2358  0.373
152 C 0.5850 -2.8881 7.6389  -0.741
153 H 2.6927 -10.1106 -1.3814  0.372
154 N -1.3466 8.6947 -4.6616  -0.738
155 H 3.6408 -0.3792 -4.8070  0.214
156 C -6.6735 -6.7005 -2.3665  -0.150
157 H 5.9471 1.4322 4.2567  0.379
158 H -2.1449 8.5115 -9.0801  0.227
159 H 1.5156 9.9762 -1.5614  0.220
160 H -5.1624 -3.3802 4.3330  0.413
161 H -0.5287 -2.0071 5.2649  0.357
162 C -1.4026 -0.8254 -1.0685  -0.180
163 H 1.4819 -4.9448 10.3234  0.425
164 H 2.2906 2.6483 -7.5307  0.258
165 C 6.1540 3.4906 -5.1506  -1.388
166 N -5.6649 -3.6081 6.9636  -0.759
167 H 4.3190 -2.4562 -6.8273  0.249
168 H -6.0721 6.0166 1.4930  0.290
169 H 7.1058 1.1389 7.6564  0.318
170 O -1.6306 7.7423 -7.3466  -0.314
171 H -1.1312 4.3552 1.9821  0.286
172 C 4.5499 10.0695 -0.1089  -1.276
173 C -3.9803 4.6840 2.2551  -0.613
174 H 6.8664 5.5862 -4.2447  0.288
175 H -0.5523 6.7591 -4.7831  0.139
176 H -5.3529 2.6120 0.4148  0.316
177 C 2.3417 3.3552 -6.7026  -0.680
178 O 3.6076 3.8537 -6.5486  -0.290
179 H -5.6653 -1.2927 3.7005  0.289
180 C -2.2564 6.6295 -3.6573  -1.550
181 H 4.1144 -11.9850 -0.8706  0.257

The gap between HOMO and LUMO comes out at 8.93 eV. The multiplicity is 1. The lowest unoccupied orbital energy is -0.10 eV. As for the molar mass: 943.4 g/mol. The value obtained for the energy above the lowest of the compared OMol25 structures with the same formula, charge and spin is 191.6 kcal per mole. The total energy comes out at -3086.67874 a.u. The HOMO energy comes out at -9.033 eV.